[1]
98
Properties=species:S:1:pos:R:3:lowdin_charge:R:1 method="wB97M-V/def2-TZVPD" max_force_ev_per_a=0.2 e_above_lowest_kcal_mol=25.58 s2=0.76 gap_ev="6.099 / 6.645" lumo_energy_ev="0.55 / 0.54" homo_ev="-5.55 / -6.10" spin_multiplicity=2 total_charge=0
Hg -0.03 -0.29 1.02 1.19
C 5.87 0.44 0.08 -0.05
N 5.22 -0.52 0.96 -0.17
C 6.11 -1.30 1.81 -0.06
C 3.98 -1.03 0.62 -0.29
N 2.98 -0.20 0.51 -0.14
C 2.90 1.14 1.10 -0.09
C 2.27 2.11 0.09 -0.17
N 0.82 2.25 0.28 -0.20
C 0.49 3.18 1.37 -0.19
C -0.78 2.76 2.07 -0.23
N -0.47 1.54 2.81 0.04
C -1.23 1.18 3.80 -0.41
N -0.70 0.51 4.86 -0.13
C 0.74 0.53 5.08 -0.06
C -1.39 -0.60 5.50 -0.05
N -2.57 1.47 3.88 -0.14
C -3.39 1.47 2.69 -0.07
C -3.25 1.73 5.13 -0.06
C 0.13 2.60 -0.96 -0.16
C -0.23 1.40 -1.83 -0.10
N -1.54 0.86 -1.47 -0.13
C -2.50 0.60 -2.33 -0.31
N -2.23 0.58 -3.67 -0.15
C -3.25 1.04 -4.60 -0.06
C -1.18 -0.23 -4.27 -0.05
N -3.76 0.38 -1.91 -0.13
C -4.57 -0.67 -2.51 -0.04
C -4.36 1.07 -0.79 -0.04
N 3.84 -2.34 0.38 -0.10
C 2.58 -3.07 0.59 -0.01
C 4.88 -3.09 -0.29 -0.04
H 6.64 -0.05 -0.53 0.09
H 6.35 1.23 0.66 0.09
H 5.13 0.89 -0.58 0.09
H 6.69 -0.62 2.43 0.09
H 6.81 -1.92 1.24 0.08
H 5.52 -1.94 2.46 0.10
H 3.89 1.46 1.41 0.11
H 2.26 1.08 1.99 0.11
H 2.44 1.70 -0.91 0.12
H 2.76 3.09 0.15 0.13
H 0.42 4.21 0.98 0.12
H 1.30 3.16 2.10 0.12
H -1.57 2.62 1.32 0.08
H -1.12 3.55 2.75 0.13
H 1.13 1.50 4.79 0.08
H 1.23 -0.25 4.51 0.07
H 0.91 0.37 6.15 0.09
H -2.39 -0.72 5.09 0.08
H -1.47 -0.43 6.58 0.09
H -0.85 -1.53 5.33 0.07
H -2.85 1.03 1.86 0.05
H -3.70 2.49 2.40 0.09
H -4.29 0.88 2.87 0.09
H -3.79 2.68 5.07 0.09
H -2.53 1.79 5.94 0.09
H -3.99 0.95 5.36 0.09
H 0.74 3.30 -1.55 0.13
H -0.79 3.13 -0.71 0.12
H 0.52 0.60 -1.74 0.10
H -0.29 1.70 -2.87 0.12
H -3.98 1.67 -4.09 0.09
H -3.77 0.21 -5.09 0.09
H -2.76 1.64 -5.38 0.09
H -0.48 -0.62 -3.53 0.03
H -0.62 0.37 -5.00 0.09
H -1.62 -1.08 -4.79 0.10
H -3.97 -1.23 -3.23 0.09
H -5.45 -0.26 -3.02 0.09
H -4.88 -1.36 -1.73 0.08
H -4.50 0.39 0.06 0.07
H -5.34 1.45 -1.10 0.09
H -3.74 1.90 -0.47 0.09
H 2.01 -2.61 1.39 0.06
H 2.85 -4.08 0.89 0.10
H 1.97 -3.11 -0.32 0.07
H 5.67 -2.43 -0.65 0.08
H 4.45 -3.59 -1.16 0.10
H 5.32 -3.85 0.36 0.09
O -0.89 -3.52 -0.79 -0.68
Cl -0.63 -2.11 -1.36 0.77
O 0.48 -2.08 -2.44 -0.67
O 1.88 -0.56 -0.17 -0.27
O -1.76 0.63 -0.15 -0.31
N -3.37 -2.04 0.31 0.04
N -3.65 -2.29 1.68 -0.03
C -2.62 -2.54 2.56 -0.43
N -2.93 -3.25 3.68 0.15
N -1.47 -1.99 2.31 0.10
N -0.41 -2.21 3.15 -0.45
O -0.29 -3.24 3.89 -0.11
O 0.67 -1.53 2.79 -0.25
H -2.95 -1.12 0.24 0.02
H -2.67 -2.71 -0.01 0.03
H -4.45 -2.89 1.79 0.12
H -3.64 -3.96 3.56 0.09
H -2.08 -3.58 4.15 0.07

---

[2]
87
Properties=species:S:1:pos:R:3:lowdin_charge:R:1 method="wB97M-V/def2-TZVPD" max_force_ev_per_a=3.4 gap_ev=8.364 lumo_energy_ev=0.29 smiles="CCN(CC)C(=S)SCCCNC(=O)OCCCI.CCO.CCO.CCO.CCO.CCO" homo_ev=-8.08 total_charge=0
C -1.06 -4.93 -1.76 -0.07
C -1.00 -5.40 -3.23 -0.26
N -0.12 -4.53 -4.01 -0.21
C -0.58 -4.24 -5.38 -0.22
C -0.92 -2.72 -5.52 -0.08
C 1.20 -4.83 -3.93 -1.10
S 1.87 -6.16 -3.27 0.70
S 2.29 -3.55 -4.60 0.86
C 2.92 -2.90 -3.02 -0.49
C 3.72 -1.63 -3.24 -0.23
C 3.86 -0.78 -1.94 -0.14
N 3.51 -1.53 -0.73 0.08
C 2.72 -0.86 0.18 -0.61
O 3.10 -0.49 1.23 0.17
O 1.44 -0.69 -0.19 0.00
C 1.10 0.65 -0.62 -0.25
C -0.37 0.93 -0.39 -0.25
C -0.68 2.43 -0.36 -0.60
I 0.52 3.65 -1.66 0.81
H -0.99 -5.77 -1.07 0.07
H -0.26 -4.23 -1.56 0.06
H -2.00 -4.43 -1.60 0.06
H -1.99 -5.25 -3.63 0.11
H -0.79 -6.46 -3.32 0.08
H 0.17 -4.47 -6.13 0.10
H -1.48 -4.78 -5.64 0.11
H -1.97 -2.59 -5.79 0.06
H -0.80 -2.25 -4.56 0.06
H -0.28 -2.22 -6.23 0.06
H 3.55 -3.63 -2.52 0.07
H 2.05 -2.75 -2.39 0.07
H 3.28 -1.05 -4.05 0.09
H 4.71 -1.92 -3.58 0.10
H 3.23 0.09 -2.07 0.10
H 4.88 -0.42 -1.89 0.12
H 4.33 -1.93 -0.28 0.12
H 1.74 1.35 -0.08 0.11
H 1.28 0.71 -1.68 0.08
H -0.90 0.45 -1.21 0.11
H -0.67 0.45 0.53 0.10
H -0.54 2.79 0.65 0.05
H -1.71 2.58 -0.64 0.03
C -3.27 6.03 1.56 -0.09
C -2.28 5.97 0.40 -0.31
O -2.62 4.92 -0.50 -0.13
H -3.29 5.08 2.10 0.07
H -3.00 6.83 2.26 0.07
H -4.28 6.21 1.19 0.07
H -1.28 5.77 0.77 0.11
H -2.27 6.92 -0.14 0.08
H -3.51 5.10 -0.84 0.08
C -4.12 10.36 -1.68 -0.09
C -3.22 9.68 -0.67 -0.31
O -2.47 8.63 -1.27 -0.10
H -4.80 9.64 -2.13 0.08
H -4.71 11.16 -1.22 0.07
H -3.53 10.80 -2.49 0.07
H -3.81 9.23 0.13 0.11
H -2.53 10.40 -0.22 0.11
H -1.93 9.02 -1.97 0.09
C -0.18 -0.49 3.51 -0.08
C -1.04 0.10 4.62 -0.31
O -2.38 0.29 4.16 -0.09
H -0.17 0.16 2.64 0.05
H 0.85 -0.64 3.85 0.08
H -0.58 -1.45 3.19 0.07
H -0.65 1.07 4.93 0.11
H -1.06 -0.56 5.49 0.10
H -2.72 -0.57 3.89 0.05
C 6.40 -3.67 2.20 -0.09
C 6.51 -2.27 2.77 -0.32
O 6.40 -1.28 1.75 -0.09
H 7.18 -3.83 1.45 0.07
H 6.49 -4.42 2.98 0.07
H 5.44 -3.80 1.70 0.07
H 7.47 -2.12 3.25 0.11
H 5.72 -2.10 3.52 0.11
H 5.54 -1.39 1.34 0.04
C -3.30 -3.92 6.21 -0.09
C -3.72 -2.95 5.12 -0.31
O -2.82 -3.02 4.01 -0.09
H -2.28 -3.69 6.54 0.08
H -3.97 -3.87 7.06 0.08
H -3.29 -4.95 5.83 0.07
H -3.71 -1.93 5.49 0.11
H -4.73 -3.18 4.77 0.11
H -2.84 -3.92 3.67 0.09

---

[3]
103
Properties=species:S:1:pos:R:3:lowdin_charge:R:1 method="wB97M-V/def2-TZVPD" max_force_ev_per_a=1.1 gap_ev=9.969 lumo_energy_ev=0.07 smiles="O=CO[C@H](COCOCCO)CON=O.CCOS(C)(=O)=O.CCOS(C)(=O)=O.CCOS(C)(=O)=O.CCOS(C)(=O)=O.CCOS(C)(=O)=O" homo_ev=-9.90 total_charge=0
O 5.98 -0.54 -1.34 0.09
C 5.88 -1.71 -1.05 -0.33
O 5.97 -2.73 -1.92 -0.01
C 5.45 -2.50 -3.25 -0.23
C 4.02 -1.96 -3.14 -0.16
O 3.33 -2.25 -4.34 -0.09
C 2.12 -1.56 -4.52 -0.23
O 0.99 -2.36 -4.36 -0.07
C 0.92 -2.96 -3.08 -0.20
C -0.42 -3.57 -2.82 -0.23
O -0.68 -4.66 -3.70 -0.05
C 5.53 -3.88 -3.91 -0.16
O 5.52 -3.75 -5.32 -0.11
N 6.23 -4.90 -5.86 -0.01
O 5.53 -5.54 -6.53 0.10
H 5.72 -2.05 -0.02 0.15
H 6.09 -1.79 -3.79 0.17
H 3.55 -2.49 -2.29 0.13
H 4.02 -0.89 -2.93 0.13
H 2.09 -1.20 -5.55 0.14
H 2.07 -0.70 -3.83 0.14
H 1.19 -2.24 -2.29 0.11
H 1.68 -3.76 -3.02 0.13
H -0.45 -3.89 -1.77 0.11
H -1.21 -2.82 -2.93 0.12
H -0.77 -5.47 -3.18 0.08
H 4.70 -4.50 -3.55 0.14
H 6.46 -4.34 -3.58 0.13
C -3.49 -3.71 -6.03 -0.07
C -5.00 -3.81 -6.07 -0.25
O -5.56 -4.17 -4.78 -0.26
S -5.62 -3.04 -3.67 0.56
C -6.70 -3.87 -2.56 -0.12
O -6.27 -1.89 -4.21 -0.28
O -4.33 -2.91 -3.05 -0.28
H -3.17 -2.87 -5.41 0.07
H -3.09 -3.56 -7.03 0.08
H -3.05 -4.61 -5.61 0.08
H -5.46 -2.88 -6.41 0.11
H -5.32 -4.60 -6.74 0.12
H -7.67 -3.99 -3.04 0.08
H -6.80 -3.23 -1.68 0.05
H -6.27 -4.83 -2.30 0.08
C 1.02 -2.58 4.21 -0.07
C -0.02 -3.11 3.25 -0.24
O -0.49 -2.10 2.32 -0.26
S 0.46 -1.72 1.11 0.56
C -0.72 -0.80 0.18 -0.11
O 0.81 -2.91 0.40 -0.28
O 1.48 -0.83 1.56 -0.28
H 1.95 -2.34 3.70 0.07
H 1.23 -3.34 4.97 0.08
H 0.66 -1.68 4.71 0.09
H 0.34 -3.97 2.69 0.11
H -0.92 -3.42 3.78 0.12
H -1.52 -1.47 -0.14 0.08
H -0.20 -0.39 -0.68 0.07
H -1.11 0.00 0.81 0.08
C 1.02 5.96 3.78 -0.07
C 0.48 4.84 2.92 -0.24
O 1.51 3.98 2.40 -0.26
S 2.16 2.92 3.40 0.57
C 3.00 1.96 2.20 -0.12
O 1.11 2.16 4.00 -0.27
O 3.11 3.59 4.23 -0.28
H 1.45 5.58 4.70 0.07
H 0.22 6.66 4.03 0.08
H 1.81 6.51 3.25 0.07
H -0.26 4.24 3.46 0.11
H -0.01 5.24 2.03 0.12
H 2.27 1.48 1.56 0.05
H 3.58 1.21 2.74 0.08
H 3.67 2.61 1.63 0.08
C 6.37 5.10 4.37 -0.07
C 5.37 5.81 5.26 -0.24
O 5.66 7.23 5.39 -0.26
S 5.26 8.17 4.18 0.56
C 5.44 9.71 5.02 -0.12
O 3.89 7.95 3.85 -0.28
O 6.26 8.08 3.15 -0.27
H 6.28 5.42 3.34 0.07
H 6.18 4.02 4.42 0.08
H 7.39 5.29 4.70 0.08
H 4.35 5.68 4.90 0.09
H 5.42 5.43 6.28 0.12
H 4.70 9.76 5.81 0.07
H 5.27 10.49 4.28 0.08
H 6.45 9.77 5.41 0.07
C -8.57 -0.67 3.03 -0.07
C -9.49 -0.47 1.84 -0.25
O -8.92 0.40 0.83 -0.26
S -7.81 -0.22 -0.12 0.57
C -7.80 1.06 -1.33 -0.11
O -8.33 -1.42 -0.70 -0.28
O -6.56 -0.24 0.56 -0.27
H -7.68 -1.24 2.75 0.07
H -9.10 -1.22 3.81 0.08
H -8.24 0.28 3.43 0.09
H -9.77 -1.42 1.38 0.11
H -10.41 0.03 2.15 0.12
H -8.77 1.08 -1.82 0.08
H -7.02 0.81 -2.04 0.08
H -7.59 2.00 -0.83 0.08

---

[4]
104
Properties=species:S:1:pos:R:3:lowdin_charge:R:1 method="wB97M-V/def2-TZVPD" max_force_ev_per_a=11.2 gap_ev=1.694 lumo_energy_ev=-11.68 homo_ev=-13.38 total_charge=+2
Tl -10.11 22.99 9.87 1.22
N -8.47 22.15 7.88 -0.27
S -7.26 22.54 7.04 0.45
O -7.35 22.31 5.60 -0.26
O -5.97 22.54 7.77 -0.24
F -7.55 24.13 7.17 -0.18
S -8.25 20.55 7.46 0.59
O -7.05 19.81 7.66 -0.20
O -9.14 20.16 6.36 -0.29
F -9.16 20.00 8.72 -0.22
Cl -9.95 25.15 2.60 0.53
C -8.57 25.02 3.76 -0.61
C -7.24 25.59 3.06 -0.59
Cl -7.58 27.33 3.00 0.57
H -8.66 23.98 4.07 0.02
H -8.87 25.64 4.60 0.02
H -7.05 25.16 2.07 0.08
H -6.34 25.52 3.67 0.05
Cl -4.46 19.29 4.66 0.56
C -4.28 20.59 5.91 -0.62
C -3.51 21.85 5.36 -0.61
Cl -4.49 22.69 4.15 0.60
H -4.03 20.18 6.89 0.08
H -5.30 20.92 6.11 -0.02
H -2.54 21.54 4.96 0.07
H -3.22 22.53 6.16 0.04
C -3.72 23.35 10.39 -0.05
C -2.22 23.67 9.99 -0.45
C -2.09 24.05 8.52 -0.06
O -2.05 24.89 10.71 -0.05
H -4.10 22.41 9.99 0.05
H -4.38 24.15 10.03 0.08
H -3.72 23.33 11.48 0.07
H -1.62 22.79 10.20 0.14
H -1.17 24.55 8.23 0.09
H -2.95 24.67 8.26 0.08
H -2.23 23.17 7.88 0.05
H -1.10 24.94 10.78 0.09
C -12.13 15.46 4.77 -0.05
C -11.95 16.30 5.98 -0.44
C -11.35 17.76 5.73 -0.04
O -13.23 16.64 6.60 -0.08
H -11.25 15.30 4.15 0.09
H -12.76 16.17 4.24 0.08
H -12.72 14.55 4.76 0.09
H -11.23 15.90 6.70 0.13
H -10.35 17.63 5.31 0.07
H -11.27 18.48 6.54 0.03
H -11.94 18.25 4.95 0.08
H -13.91 15.99 6.43 0.09
O -9.86 20.31 11.28 -0.10
C -10.33 19.32 11.94 -0.47
N -11.57 19.27 12.50 0.19
C -9.26 18.23 12.30 0.02
H -12.12 20.11 12.49 0.12
H -11.70 18.57 13.22 0.12
H -8.73 17.95 11.40 0.07
H -9.64 17.31 12.75 0.08
H -8.57 18.64 13.05 0.08
O -9.80 25.52 8.35 -0.08
C -9.65 26.78 8.22 -0.50
N -9.15 27.55 9.15 0.22
C -9.92 27.43 6.88 0.03
H -8.86 27.16 10.04 0.14
H -9.17 28.54 8.96 0.13
H -10.01 28.51 6.92 0.09
H -10.76 27.04 6.31 0.09
H -9.15 27.25 6.12 0.08
O -12.27 21.16 8.94 0.00
C -12.66 20.11 8.48 -0.55
N -12.11 18.96 8.77 0.21
C -13.97 20.08 7.62 0.06
H -11.15 18.73 8.99 0.12
H -12.59 18.15 8.39 0.09
H -14.48 21.02 7.86 0.09
H -14.49 19.21 8.01 0.10
H -13.75 20.05 6.56 0.09
O -8.99 21.36 3.02 0.09
C -9.06 20.19 2.78 -0.61
N -9.74 19.80 1.75 0.19
C -8.13 19.13 3.41 0.03
H -9.34 19.02 1.23 0.13
H -10.34 20.48 1.32 0.13
H -7.25 19.12 2.77 0.09
H -8.51 18.12 3.54 0.08
H -7.90 19.50 4.41 0.05
O -7.65 21.99 11.02 -0.07
C -6.89 21.12 11.46 -0.51
N -6.69 20.86 12.77 0.19
C -6.37 20.01 10.45 0.02
H -7.01 21.45 13.53 0.12
H -5.94 20.27 13.09 0.12
H -5.62 19.30 10.81 0.09
H -5.98 20.59 9.62 0.06
H -7.22 19.35 10.36 0.06
O -11.04 22.82 7.03 0.05
C -11.50 22.80 5.87 -0.45
N -10.98 21.84 5.10 0.27
C -12.58 23.69 5.24 0.05
H -10.92 21.87 4.09 0.12
H -10.30 21.26 5.57 0.06
H -13.10 24.15 6.09 0.10
H -13.24 22.96 4.76 0.10
H -12.28 24.34 4.43 0.07

---

[5]
96
Properties=species:S:1:pos:R:3:lowdin_charge:R:1 method="wB97M-V/def2-TZVPD" max_force_ev_per_a=2.5 e_above_lowest_kcal_mol=0.00 gap_ev=7.108 lumo_energy_ev=-3.51 homo_ev=-10.62 total_charge=+1
N 4.82 1.59 0.08 0.01
C 4.17 0.52 -0.64 -0.30
C 2.65 0.37 -0.38 -0.20
C 2.30 -0.71 0.67 -0.22
C 1.21 -1.73 0.32 -0.56
P 0.99 -2.67 1.97 0.97
P -0.33 -1.32 3.05 0.26
O -0.03 0.10 2.83 -0.30
O -0.11 -1.87 4.52 -0.16
O -1.87 -1.64 2.71 -0.17
C -0.18 -1.22 -0.19 -0.19
C -0.47 0.27 -0.40 -0.15
O -0.38 0.49 -1.78 -0.11
C -0.55 1.81 -2.26 -0.21
O -1.27 2.61 -1.37 -0.11
C -2.19 3.47 -2.02 -0.16
C -3.62 2.92 -1.80 -0.18
O -3.53 1.51 -1.66 -0.08
N -0.34 -2.04 -1.45 0.20
C 0.38 -3.14 -1.25 -0.47
N 0.00 -4.36 -1.61 0.27
N 1.58 -2.86 -0.62 -0.21
P 2.88 -2.70 -1.78 0.39
S 2.59 -1.66 -3.35 0.27
H 4.39 2.49 -0.13 0.07
H 4.80 1.45 1.08 0.06
H 4.31 0.72 -1.71 0.10
H 4.70 -0.41 -0.41 0.09
H 2.09 0.20 -1.30 0.05
H 2.32 1.33 0.01 0.11
H 3.21 -1.29 0.89 0.10
H 2.02 -0.25 1.62 0.09
H 0.06 -3.66 1.59 -0.06
H -0.62 -1.37 5.18 0.10
H -2.29 -0.80 2.44 0.09
H -0.96 -1.62 0.45 0.10
H 0.22 0.88 0.18 0.12
H -1.47 0.46 -0.01 0.12
H 0.43 2.25 -2.48 0.15
H -1.10 1.68 -3.20 0.13
H -1.97 3.53 -3.09 0.12
H -2.09 4.48 -1.63 0.13
H -4.02 3.34 -0.87 0.12
H -4.28 3.16 -2.63 0.12
H -3.34 1.36 -0.73 0.08
H -1.31 -2.23 -1.66 0.12
H 0.68 -5.02 -1.95 0.13
H -0.96 -4.67 -1.53 0.13
H 3.07 -4.06 -2.05 -0.01
H 3.94 -2.37 -0.93 0.00
C 0.97 4.31 3.16 -0.11
O 1.85 4.12 4.23 -0.18
C 2.36 2.81 4.38 -0.20
C 3.87 2.78 4.56 -0.18
O 4.63 3.23 3.45 -0.13
C 4.60 4.60 3.08 -0.18
C 5.25 5.56 4.06 -0.20
O 4.55 5.64 5.29 -0.19
C 5.34 5.50 6.45 -0.11
H -0.07 4.15 3.46 0.09
H 1.07 5.35 2.82 0.09
H 1.20 3.65 2.31 0.08
H 2.09 2.19 3.53 0.11
H 1.92 2.37 5.28 0.13
H 4.13 1.73 4.68 0.13
H 4.17 3.29 5.48 0.11
H 3.59 4.93 2.82 0.11
H 5.20 4.64 2.17 0.13
H 5.24 6.55 3.59 0.13
H 6.29 5.27 4.22 0.13
H 6.17 4.80 6.29 0.09
H 4.70 5.12 7.24 0.09
H 5.76 6.46 6.76 0.09
C -3.42 -1.06 -3.08 -0.10
O -3.91 -2.04 -3.96 -0.16
C -2.95 -2.99 -4.39 -0.19
C -3.39 -4.42 -4.18 -0.17
O -3.54 -4.81 -2.82 -0.14
C -4.61 -4.29 -2.05 -0.19
C -5.99 -4.75 -2.45 -0.20
O -6.37 -4.29 -3.72 -0.19
C -6.89 -5.27 -4.60 -0.10
H -3.03 -0.19 -3.61 0.09
H -4.24 -0.73 -2.44 0.09
H -2.63 -1.48 -2.45 0.05
H -2.00 -2.83 -3.86 0.11
H -2.77 -2.85 -5.46 0.14
H -2.58 -5.05 -4.56 0.13
H -4.28 -4.65 -4.77 0.12
H -4.56 -3.20 -2.00 0.11
H -4.43 -4.67 -1.04 0.13
H -6.69 -4.34 -1.70 0.13
H -6.05 -5.84 -2.39 0.13
H -6.40 -6.24 -4.45 0.09
H -6.71 -4.93 -5.62 0.09
H -7.97 -5.40 -4.46 0.09

---

no.,calculated total energy (a.u.)
1,-2755.99094
2,-2600.19793
3,-4570.83040
4,-5165.43535
5,-3414.47483